12
Properties=species:S:1:pos:R:3:forces:R:3 method="wB97M-V/def2-TZVPD" charge=0 de_lowest_kcal_mol=107.92 e_lumo_ev=0.92 homo_energy_ev=-8.67 homo_lumo_gap_ev=9.5878 e_tot_ha=-302.5211 fmax_ha_per_bohr=0.08093
C 0.1148 0.2869 0.8133 -1.15 2.79 0.44
C -0.7495 0.0887 -1.6993 0.85 -3.95 -0.99
H -0.3407 -0.7296 2.3668 0.20 0.14 0.16
H -0.5662 -2.0879 -1.5580 0.38 -0.21 0.24
H -0.9019 0.8373 -2.4434 -0.11 0.59 0.51
H 1.9094 -0.4252 1.4215 -0.22 0.03 -0.17
N -0.6850 -0.0044 1.7480 0.00 -0.66 -0.62
H 1.8806 0.1282 -0.1775 -0.05 0.02 -0.14
C -0.4272 -1.0557 -1.3250 -1.46 1.90 -1.43
N 1.4776 0.1865 0.7422 -0.15 -0.28 -0.30
H -1.2886 1.5063 0.2436 0.20 -0.26 0.05
O -0.4234 1.2689 -0.1323 1.51 -0.11 2.27